{"formula": "C16H10ClF5HfS", "method": "ωB97M-V with the def2-TZVPD basis set", "symbols": ["C", "C", "C", "H", "C", "C", "H", "H", "H", "H", "Hf", "Cl", "C", "C", "C", "H", "C", "C", "H", "H", "H", "H", "F", "C", "C", "F", "C", "F", "C", "S", "C", "F", "C", "F"], "coordinates": [[1.6113, 1.8216, -1.3691], [1.1141, 2.8757, -0.5316], [-0.2327, 3.1195, -0.8647], [1.7182, 3.5053, 0.1267], [-0.6268, 2.2160, -1.8498], [0.4814, 1.3662, -2.1843], [0.5507, 0.6904, -3.0469], [2.6625, 1.4928, -1.4504], [-0.8390, 3.9138, -0.4341], [-1.5835, 2.2345, -2.3596], [0.1425, 0.5684, -0.1432], [1.9218, -0.0964, 1.1452], [-1.6404, 0.4217, 2.7777], [-2.6140, 0.8182, 1.8121], [-2.3834, 2.1872, 1.4915], [-3.4137, 0.1992, 1.4166], [-1.2702, 2.6459, 2.2677], [-0.8180, 1.5538, 3.0700], [0.0048, 1.5849, 3.7892], [-1.5371, -0.5752, 3.2143], [-2.9202, 2.7812, 0.7492], [-0.8244, 3.6454, 2.2129], [2.8536, -5.1807, -0.6725], [1.9007, -4.2247, -0.7349], [1.6876, -3.5409, -1.9305], [2.4243, -3.8126, -3.0128], [0.7024, -2.5832, -1.9883], [0.5355, -1.8766, -3.1506], [-0.0835, -2.2580, -0.8748], [-1.3543, -1.0513, -1.0604], [0.1042, -3.0223, 0.2957], [-0.6629, -2.7644, 1.4009], [1.0954, -3.9820, 0.3785], [1.2933, -4.6735, 1.5104]], "forces_ev_per_a": [[-0.08, 0.84, -1.36], [0.91, -0.19, -0.71], [0.15, 0.09, 0.23], [-0.30, -0.62, 0.02], [0.26, -0.31, -0.83], [1.56, 1.55, -1.37], [-0.13, 0.26, 0.66], [-0.91, 0.11, 0.16], [0.07, -0.48, 0.00], [0.06, -0.35, 0.28], [-3.56, 1.49, 4.75], [1.05, -0.69, 0.39], [0.21, 0.29, -0.35], [0.85, -0.04, -0.03], [0.93, -0.07, -0.28], [0.18, 0.10, 0.07], [0.11, -0.58, -0.55], [-0.14, -0.23, -0.71], [-0.34, -0.03, -0.31], [-0.12, 0.45, -0.10], [-0.01, -0.20, 0.38], [-0.26, -0.43, 0.19], [-0.70, 0.79, -0.04], [0.30, -0.69, -0.02], [0.35, -0.33, -0.06], [-0.10, 0.01, 0.37], [-0.23, 1.02, -0.39], [0.23, -0.86, 1.07], [0.17, -0.69, -0.02], [-0.86, -0.75, -0.29], [-0.71, 0.79, 0.64], [0.96, -0.37, -1.37], [0.21, -0.21, 0.16], [-0.08, 0.33, -0.58]], "nbo_charge": [-0.422, -0.309, -0.218, 0.268, -0.318, -0.507, 0.294, 0.282, 0.265, 0.266, 1.773, -0.409, -0.359, -0.312, -0.346, 0.220, -0.345, -0.300, 0.218, 0.223, 0.208, 0.207, -0.280, 0.290, 0.271, -0.278, 0.341, -0.301, -0.342, -0.173, 0.342, -0.283, 0.318, -0.282], "largest_force_ev_per_a": 6.12, "energy_ev": -55004.962, "de_lowest_kcal_mol": 0.00, "lumo_ev": -1.20, "charge": 0}